Record 1
# C44H55N5ORuSe

A structure of composition C44H55N5ORuSe (ωB97M-V/def2-TZVPD, the Open Molecules 2025 dataset).

```
107
Properties=species:S:1:pos:R:3:forces:R:3:lowdin_charge:R:1
Ru -0.01702 -0.63182 -0.34544 0.09 0.03 0.05 1.163
C 1.87247 -6.38271 -2.05653 -0.01 0.00 -0.01 -0.096
C 2.86118 -5.31196 -1.58357 0.03 0.01 0.01 -0.197
C 2.22313 -4.25363 -0.73916 0.04 0.06 -0.03 -0.145
C 2.22261 -4.14988 0.63532 -0.02 0.00 0.00 -0.148
C 2.91567 -5.03901 1.62240 0.02 0.00 0.02 -0.203
C 2.31948 -6.44392 1.72672 -0.01 -0.02 0.02 -0.096
C 1.44602 -2.99500 0.95730 -0.01 -0.01 0.03 -0.232
C 1.12416 -2.53327 2.26332 0.00 0.04 0.00 0.005
C 0.58896 -1.30883 2.53543 -0.03 -0.03 0.04 -0.256
C 0.30760 -0.82228 3.90415 0.03 0.01 -0.02 -0.137
C 0.49750 -1.63471 5.14745 0.00 0.01 -0.01 -0.187
C 1.95941 -1.66234 5.60339 0.01 0.00 0.00 -0.090
C -0.04660 0.46101 3.81349 0.01 -0.02 0.01 -0.106
C 0.04770 0.88316 2.36534 0.04 0.01 0.00 -0.307
C -1.02447 1.88446 1.82568 0.00 0.01 0.00 -0.077
C -1.92328 1.54408 0.69743 0.02 0.01 0.03 -0.202
N -1.56244 0.74274 -0.33786 -0.04 0.00 -0.01 -0.039
C -2.53605 0.88523 -1.30358 -0.01 -0.03 -0.04 -0.253
C -2.49454 0.28124 -2.57962 -0.01 0.01 0.03 0.046
C -1.58806 -0.65699 -3.01789 -0.01 -0.01 0.01 -0.250
N -0.63350 -1.24511 -2.22933 -0.01 0.02 -0.03 -0.058
C 0.05216 -2.12529 -3.00752 0.03 -0.04 0.00 -0.255
C 1.04037 -2.99340 -2.55670 -0.01 0.01 -0.01 0.030
C 1.43668 -3.17045 -1.23780 0.00 -0.03 0.00 -0.243
N 1.00524 -2.39817 -0.17778 -0.02 -0.01 -0.04 -0.033
C -0.46855 -2.08869 -4.35285 -0.02 0.03 0.01 -0.137
C -1.49593 -1.19075 -4.35506 0.03 -0.01 0.00 -0.138
C -2.40564 -0.83828 -5.48906 0.00 0.02 -0.01 -0.201
C -3.70446 -1.64817 -5.46548 -0.01 0.00 0.00 -0.093
C 0.07100 -2.87418 -5.50635 -0.01 -0.01 0.00 -0.202
C 1.34057 -2.24801 -6.08912 0.00 0.01 0.00 -0.091
C -3.52949 1.76816 -0.84773 0.02 0.04 0.03 -0.152
C -3.13390 2.18864 0.43163 -0.03 -0.03 -0.02 -0.151
C -3.86086 3.13301 1.34109 0.01 0.01 -0.01 -0.200
C -4.85603 2.42614 2.26448 0.00 -0.01 0.00 -0.090
C -4.77946 2.13569 -1.58356 0.00 0.01 -0.01 -0.202
C -5.85200 1.04389 -1.52246 0.00 -0.01 0.00 -0.095
N 0.28171 -0.33419 1.63916 0.02 0.02 -0.06 -0.038
C -0.38919 1.41530 4.91391 0.00 0.01 0.00 -0.173
C -1.85380 1.30337 5.34889 0.00 0.01 0.01 -0.078
H 2.36799 -7.13697 -2.67244 0.00 0.00 0.00 0.066
H 1.07220 -5.93142 -2.64397 0.00 0.00 0.00 0.064
H 1.40604 -6.88413 -1.20737 0.00 0.00 0.00 0.061
H 3.33092 -4.84872 -2.45657 0.00 -0.01 0.00 0.108
H 3.67002 -5.78571 -1.01885 -0.01 0.00 0.00 0.101
H 2.88524 -4.57074 2.60825 0.02 0.02 0.00 0.091
H 3.97871 -5.11867 1.36635 -0.01 -0.02 -0.02 0.108
H 2.42899 -6.99276 0.79014 0.00 0.02 0.01 0.050
H 1.25359 -6.39036 1.95490 -0.01 0.00 0.00 0.078
H 2.81000 -7.02322 2.51289 0.00 -0.01 0.00 0.064
H 1.33297 -3.18865 3.09753 0.01 -0.01 0.00 0.088
H 0.14606 -2.65527 4.97536 0.00 0.00 0.00 0.109
H -0.12367 -1.22321 5.94673 0.00 0.00 0.00 0.101
H 2.60456 -2.04698 4.81224 0.00 0.00 0.00 0.067
H 2.08600 -2.28998 6.48790 0.00 0.00 0.00 0.066
H 2.30338 -0.65546 5.84589 0.00 0.01 0.00 0.064
H -1.62160 2.25095 2.66175 0.00 0.00 0.00 0.121
H -3.24297 0.61098 -3.29105 0.00 0.00 0.00 0.100
H 1.47687 -3.65757 -3.29246 0.01 -0.01 0.00 0.098
H -1.88846 -1.00283 -6.43783 0.00 -0.01 0.00 0.101
H -2.64109 0.22843 -5.45338 0.00 0.00 0.00 0.105
H -3.49155 -2.71609 -5.54074 0.00 0.00 0.00 0.072
H -4.36455 -1.36997 -6.29006 0.00 0.00 0.00 0.064
H -4.23839 -1.48662 -4.52768 0.00 0.00 0.00 0.066
H -0.69166 -2.95036 -6.28586 0.00 0.00 0.00 0.099
H 0.28243 -3.89946 -5.18869 0.00 0.00 0.00 0.103
H 1.13441 -1.24121 -6.45615 0.00 0.00 0.00 0.074
H 1.73565 -2.84348 -6.91526 0.00 0.00 0.00 0.064
H 2.11190 -2.16050 -5.32301 0.00 0.00 0.00 0.072
H -4.39296 3.88054 0.74505 0.00 0.00 0.00 0.100
H -3.14496 3.69465 1.94792 0.00 0.00 0.00 0.093
H -5.61370 1.89961 1.68109 0.00 0.00 0.00 0.060
H -5.36321 3.12996 2.92937 0.00 0.00 0.00 0.065
H -4.34472 1.68069 2.87672 0.00 0.00 0.00 0.061
H -4.54700 2.34854 -2.63201 0.00 0.00 0.00 0.102
H -5.18558 3.06354 -1.17083 0.00 0.00 0.00 0.097
H -5.47560 0.11640 -1.95693 0.00 0.00 0.00 0.065
H -6.75568 1.33716 -2.06282 0.00 0.00 0.00 0.063
H -6.12518 0.83054 -0.48762 0.00 0.00 0.00 0.062
H -0.17915 2.43673 4.58263 0.00 0.00 0.00 0.105
H 0.25883 1.23404 5.77690 0.00 0.00 0.00 0.113
H -2.52792 1.50013 4.51415 0.00 0.00 0.00 0.053
H -2.08270 2.01650 6.14352 0.00 0.00 0.00 0.070
H -2.07472 0.29885 5.71392 0.00 0.00 0.00 0.070
O 3.67609 -0.34034 0.98542 0.01 -0.02 0.02 -0.110
C 4.20484 0.96696 1.15098 0.00 0.00 -0.01 -0.299
C 4.39518 1.33233 2.61339 0.00 0.00 0.02 -0.172
C 3.08332 1.28392 3.40391 -0.01 0.04 0.02 -0.121
C 2.10146 2.34216 2.96850 -0.01 -0.02 -0.01 -0.254
C 2.21688 3.64554 3.31758 0.00 -0.02 -0.01 -0.061
C 1.11704 4.55704 3.03544 0.01 0.01 0.01 -0.111
C 0.09288 4.21123 2.24798 -0.01 0.01 0.00 -0.052
C 0.12311 2.89460 1.53703 0.01 0.00 0.00 -0.203
N 1.07260 1.95591 2.14837 -0.03 -0.02 0.00 0.082
H 4.32714 -0.98680 1.27626 -0.01 0.01 -0.01 0.087
H 3.47553 1.63273 0.68744 0.00 0.01 0.00 0.042
H 5.14978 1.07984 0.60571 0.00 -0.01 0.00 0.114
H 4.83407 2.33276 2.67600 0.00 0.00 0.00 0.109
H 5.11132 0.63782 3.07073 0.00 0.00 0.00 0.108
H 3.29384 1.41280 4.46841 0.00 0.00 0.00 0.113
H 2.64247 0.29829 3.26772 -0.03 -0.04 -0.01 0.098
H 3.07099 3.97901 3.89176 0.00 0.00 0.00 0.094
H 1.11286 5.52258 3.53032 0.00 0.00 0.00 0.091
H -0.75865 4.86652 2.09928 0.00 0.00 0.00 0.097
H 0.30877 2.99814 0.46048 0.00 0.00 0.00 0.110
Se 1.79324 0.95706 -1.43090 -0.05 -0.03 0.00 0.037
```
Positions in Å, forces in eV/Å.

Gap between HOMO and LUMO (alpha / beta), eV: 5.3 / 5.2
Charge: -1
Multiplicity: 6
Electronic energy, eV: -123948.864
Expectation value of S²: 8.896
ΔE to the lowest compared entry with this formula, charge and spin, eV: 1.104
LUMO level (alpha / beta), eV: 2.617 / 1.496

Record 2
# C6H18N2

A cluster of 2 separate species, C6H18N2 in total in a non-equilibrium geometry (ωB97M-V/def2-TZVPD, the Open Molecules 2025 dataset).

```
26
Properties=species:S:1:pos:R:3:forces:R:3:lowdin_charge:R:1
N 1.61800 -0.31019 2.57292 -0.21 -0.21 -0.97 -0.020
C 2.96032 -2.37437 0.77273 0.67 -0.82 -0.03 -0.149
C 1.11538 -0.69258 1.19918 -0.30 -0.53 0.52 -0.287
C 1.46368 -2.18006 0.85586 -0.01 1.04 0.10 -0.269
H 1.51738 0.70527 2.67964 0.06 -0.54 0.00 0.059
H 2.62624 -0.49952 2.58965 -0.46 0.16 0.05 0.049
H 3.11541 -3.21941 0.08102 0.47 0.27 0.38 0.071
H 3.34846 -2.65680 1.76580 0.13 0.13 -0.45 0.072
H 3.53462 -1.50789 0.40394 -0.36 -0.24 0.04 0.077
H 1.52985 0.03529 0.47540 -0.15 -0.67 -0.20 0.101
H 0.01148 -0.63457 1.14014 0.46 0.37 0.39 0.088
H 1.02583 -2.49898 -0.10956 -0.12 0.49 0.50 0.101
H 1.10109 -2.87642 1.63627 -0.23 0.57 -0.34 0.111
N -1.53710 3.51114 -1.40102 0.12 0.44 0.08 -0.031
C -2.18951 -0.27978 -1.23672 0.18 0.72 -0.29 -0.123
C -1.72172 2.10701 -1.81287 0.58 0.43 0.70 -0.319
C -2.21836 1.19199 -0.70821 -0.17 -1.50 0.60 -0.278
H -2.31949 4.00713 -0.95995 0.16 -0.76 -0.39 0.065
H -0.74915 3.58484 -0.74804 -0.49 -0.12 -0.44 0.063
H -2.62107 -1.08169 -0.61439 0.13 0.63 -0.01 0.070
H -1.13206 -0.52080 -1.43753 -0.41 -0.17 -0.07 0.061
H -2.73178 -0.24906 -2.19673 0.22 -0.41 0.24 0.066
H -0.68380 1.78554 -2.02459 -0.52 -0.08 -0.30 0.113
H -2.31432 1.96092 -2.73642 0.20 0.52 0.43 0.113
H -3.23401 1.41620 -0.32921 0.44 0.23 -0.32 0.106
H -1.51530 1.27675 0.14265 -0.41 0.05 -0.20 0.091
```
Positions in Å, forces in eV/Å.

Gap between HOMO and LUMO, eV: 10.0
Electronic energy, eV: -9493.536
ΔE to the lowest compared entry with this formula, charge and spin, eV: 0.230
SMILES: CCCN.CCCN
LUMO level, eV: 0.915

Record 3
# C42H70O33

A cluster of 13 separate species, C42H70O33 in total in a non-equilibrium geometry (ωB97M-V/def2-TZVPD, the Open Molecules 2025 dataset).

```
145
Properties=species:S:1:pos:R:3:forces:R:3:lowdin_charge:R:1
O 2.91735 -0.46118 -4.85494 -0.22 -0.14 -0.07 -0.054
H 2.19562 -0.18488 -4.26868 0.37 0.10 0.11 -0.021
H 3.26574 0.35979 -5.21747 0.08 -0.03 0.09 0.052
C -4.21845 -3.52293 3.46645 -1.05 -0.94 0.56 -0.009
C -3.87993 -4.13772 2.10695 0.75 1.01 2.46 -0.301
C -4.99696 -4.53324 1.17156 0.63 -0.50 -0.41 -0.072
O -4.59903 -3.87417 -0.03024 -0.75 -0.29 -0.46 0.078
C -3.51804 -3.11286 0.14607 -0.30 1.46 -0.62 -0.576
O -3.08564 -2.39154 -0.70790 0.28 -0.44 0.44 0.147
O -3.10663 -3.13810 1.42387 0.02 -0.71 -0.71 0.066
H -5.04661 -2.81318 3.50796 -0.02 0.03 -0.57 0.072
H -3.40796 -3.04496 4.01330 0.42 -0.19 -0.47 0.082
H -4.54357 -4.37270 4.07659 -0.04 0.14 0.24 0.090
H -3.26402 -5.01228 2.32738 0.33 0.16 -0.33 0.148
H -6.01204 -4.28898 1.48192 0.09 0.38 -0.12 0.135
H -4.92532 -5.60295 0.97549 -0.32 0.01 0.03 0.137
C -1.67883 1.01304 0.34429 0.36 -0.67 0.89 -0.002
C -0.17368 0.66215 0.14221 -2.87 0.92 0.71 -0.253
C 0.02096 -0.83402 -0.09980 0.81 0.60 0.37 -0.047
O 0.60420 -0.82238 -1.41665 0.21 -0.58 -0.04 0.074
C 0.69966 0.42216 -1.90940 -1.07 0.02 0.11 -0.553
O 1.10483 0.67393 -3.00533 0.22 0.12 -0.14 0.138
O 0.15024 1.32663 -1.08066 1.33 -0.86 -0.39 0.071
H -2.32948 0.53371 -0.38994 0.32 0.01 -0.32 0.078
H -1.87942 2.08206 0.36354 0.25 0.06 -0.06 0.060
H -2.00870 0.60433 1.30486 0.09 0.10 0.13 0.087
H 0.42670 1.07097 0.95270 0.15 -0.05 -0.10 0.135
H -0.87878 -1.44372 -0.02525 -0.17 0.22 -0.64 0.114
H 0.72085 -1.25086 0.62495 0.32 -0.01 -0.29 0.113
C 4.46550 -3.66448 -4.55421 -0.72 0.23 0.05 -0.013
C 4.14113 -3.91007 -3.08603 0.15 -1.06 -0.53 -0.279
C 2.70959 -3.56526 -2.69076 0.42 0.94 -0.19 -0.084
O 2.28967 -4.62360 -1.82807 0.03 0.34 0.10 0.054
C 3.16743 -5.64422 -1.94810 0.18 -0.21 -0.39 -0.594
O 3.07709 -6.70090 -1.39935 -0.29 0.16 0.21 0.139
O 4.13083 -5.33880 -2.82329 0.08 -0.39 -0.11 0.081
H 5.27284 -4.29100 -4.92605 0.19 0.13 0.24 0.088
H 4.65397 -2.60687 -4.73258 0.33 -0.03 0.18 0.065
H 3.57996 -3.87432 -5.16034 0.00 -0.27 0.03 0.079
H 4.92600 -3.57277 -2.41364 -0.29 0.71 -0.04 0.136
H 2.04027 -3.50987 -3.54875 0.05 -0.30 -0.14 0.107
H 2.68905 -2.56785 -2.25020 -0.24 -0.28 0.66 0.123
C -6.61322 -0.98659 1.68990 -0.45 0.76 -0.42 -0.006
C -5.41526 -0.04398 1.87631 0.14 -1.64 0.57 -0.297
C -5.39555 1.17743 0.98348 -0.96 0.91 1.36 -0.050
O -5.03871 2.18285 1.94957 1.05 1.86 -0.70 0.039
C -5.15045 1.81119 3.22951 -0.10 -0.92 -1.22 -0.569
O -4.95686 2.48999 4.18440 -0.12 -0.07 -0.06 0.168
O -5.51382 0.51357 3.20033 -0.24 -0.51 0.96 0.075
H -6.51807 -1.74092 0.90859 0.33 0.31 -0.28 0.080
H -7.41131 -0.29122 1.42060 -0.39 -0.44 -0.13 0.084
H -6.97892 -1.53229 2.55846 0.56 0.27 0.40 0.082
H -4.46801 -0.58820 1.86165 0.08 0.01 -0.18 0.139
H -6.41550 1.45768 0.71193 0.03 -0.27 -0.51 0.137
H -4.72992 1.24379 0.12993 0.16 -0.31 0.13 0.127
C 2.04330 -1.05137 7.47827 1.10 -1.39 0.03 -0.014
C 1.33659 -1.67700 6.29712 -2.39 0.54 -0.11 -0.297
C -0.22011 -1.45684 6.23116 0.22 0.59 0.39 -0.070
O -0.40947 -0.55032 5.12843 0.10 -0.56 0.02 0.070
C 0.75228 -0.45695 4.43717 -0.10 1.76 0.22 -0.583
O 0.92750 0.18781 3.44621 -0.60 -0.62 -0.15 0.158
O 1.75672 -0.99156 5.11879 0.98 -1.23 -0.05 0.072
H 1.94965 0.02891 7.53816 -0.36 -0.05 0.00 0.100
H 3.10615 -1.29009 7.37349 0.09 0.34 -0.26 0.090
H 1.84116 -1.57051 8.41633 -0.66 0.29 0.03 0.091
H 1.34448 -2.75791 6.16168 1.40 -0.06 0.22 0.142
H -0.59151 -1.04510 7.16928 -0.08 0.44 -0.21 0.130
H -0.80613 -2.35699 6.05133 0.24 -0.15 -0.23 0.119
C 1.56881 7.24568 1.94917 -0.93 -0.07 0.56 -0.025
C 2.30562 6.27208 1.08461 0.58 -0.80 -0.76 -0.314
C 3.79502 5.99695 1.39403 0.46 2.33 0.59 -0.095
O 3.94914 4.60431 1.55283 0.19 0.22 -0.58 0.094
C 2.77585 4.00768 1.31504 -1.31 0.90 0.40 -0.536
O 2.58416 2.83883 1.33080 0.06 -0.48 -0.21 0.162
O 1.77286 4.94220 1.16360 0.40 -0.85 0.23 0.063
H 1.71241 8.27142 1.61166 0.40 0.01 0.23 0.091
H 1.74718 7.11357 3.01772 0.48 0.20 -0.06 0.091
H 0.48808 7.09371 1.87723 0.03 -0.20 -0.38 0.084
H 2.18041 6.56211 0.03839 0.13 0.07 0.00 0.146
H 4.14423 6.53780 2.28002 -0.49 -0.55 0.59 0.129
H 4.46550 6.48641 0.68367 -0.08 -0.96 -0.77 0.134
C -0.64208 -3.11037 -5.13976 2.25 -1.44 1.57 -0.029
C -1.02565 -1.70854 -4.73985 0.31 -0.90 -2.65 -0.265
C -0.38248 -0.65795 -5.68011 -0.31 -1.22 1.23 -0.073
O -1.44901 0.25718 -5.83137 -0.60 0.81 -0.11 0.060
C -2.63626 -0.37697 -5.60335 0.90 -0.21 -0.91 -0.554
O -3.70318 0.10786 -5.83513 0.14 0.02 0.37 0.158
O -2.38494 -1.62287 -5.20066 -1.23 0.59 0.96 0.090
H -1.02983 -3.82520 -4.41070 -0.30 -0.04 -0.24 0.091
H 0.44445 -3.25460 -5.03842 0.07 0.42 0.50 0.071
H -0.70111 -3.54271 -6.13817 -1.18 0.91 -0.30 0.097
H -0.94523 -1.52067 -3.66965 -0.06 0.06 -0.04 0.152
H -0.17540 -1.18837 -6.61154 0.14 0.45 -0.18 0.143
H 0.49711 -0.20273 -5.24677 -0.09 0.29 -0.27 0.097
C -0.80127 4.90085 -1.37295 -0.35 -1.43 -0.66 -0.011
C -0.06862 4.10664 -2.45317 -0.20 0.85 -0.78 -0.325
C -0.21044 4.72667 -3.85228 -1.07 -1.89 -0.45 -0.075
O 1.11109 4.97057 -4.30733 -0.15 1.33 -0.64 0.101
C 1.98648 4.68607 -3.36737 0.11 -1.60 1.80 -0.559
O 3.17560 4.73913 -3.39725 -0.16 0.55 -0.45 0.156
O 1.33654 4.14764 -2.27041 0.76 0.40 0.14 0.057
H -0.95384 4.23052 -0.52671 0.72 0.55 0.57 0.063
H -1.83880 5.07324 -1.67083 0.14 0.34 -0.39 0.078
H -0.26738 5.83795 -1.23711 -0.13 -0.03 0.57 0.097
H -0.36293 3.06556 -2.54557 -0.09 0.06 0.50 0.109
H -0.94682 5.52697 -3.90681 0.73 0.65 -0.07 0.137
H -0.59431 3.92874 -4.49124 -0.17 0.26 -0.22 0.127
C 0.16552 -4.29195 2.45320 1.04 0.26 0.47 0.005
C 1.49325 -3.51073 2.49693 -0.32 0.16 -1.52 -0.283
C 2.64606 -4.06790 3.32435 -1.26 -0.53 0.94 -0.095
O 3.73402 -4.17819 2.44500 0.67 0.24 0.94 0.108
C 3.38358 -3.81054 1.22245 -0.57 0.15 -1.87 -0.550
O 4.09848 -3.78411 0.27109 0.08 -0.02 0.47 0.185
O 2.05985 -3.49232 1.15830 0.32 -0.31 0.43 0.061
H 0.34676 -5.34638 2.24459 0.12 0.04 -0.21 0.095
H -0.47300 -3.86259 1.68520 -0.15 0.00 0.13 0.072
H -0.29668 -4.25442 3.44188 -0.24 0.19 -0.06 0.079
H 1.35229 -2.44011 2.66558 -0.34 -0.13 0.61 0.126
H 2.42596 -5.06167 3.72087 -0.05 -0.07 -0.12 0.138
H 2.78843 -3.41711 4.18861 0.76 0.10 -0.21 0.120
C 4.72565 -0.12540 1.27070 0.68 -0.26 0.22 0.003
C 4.21340 -0.28590 -0.14809 -0.75 0.31 0.87 -0.311
C 4.27389 0.95502 -1.04005 -0.77 0.57 0.93 -0.084
O 5.08130 0.57540 -2.13341 -0.13 0.36 0.47 0.095
C 5.40986 -0.72262 -2.00566 -0.64 -0.43 -1.29 -0.542
O 5.91296 -1.31602 -2.91028 0.52 -0.26 0.66 0.154
O 4.94975 -1.26592 -0.85450 0.81 0.23 -0.69 0.080
H 5.81782 -0.06932 1.27540 0.02 0.05 -0.23 0.096
H 4.49027 -0.99987 1.87968 -0.17 0.00 -0.05 0.075
H 4.38413 0.76833 1.79197 -0.42 0.00 -0.29 0.078
H 3.17551 -0.63371 -0.14022 0.05 -0.13 0.19 0.138
H 4.62000 1.85381 -0.52706 0.59 -0.19 -0.10 0.132
H 3.24504 1.21097 -1.30343 0.20 -0.01 -0.76 0.119
C -3.12918 2.44988 -2.99807 -1.11 -0.32 -0.18 -0.158
O -3.02567 2.56352 -4.39618 0.58 1.02 -0.08 -0.105
H -4.06628 1.94963 -2.72755 0.13 -0.43 0.10 0.080
H -2.29031 1.97734 -2.48415 0.16 -0.15 -0.18 0.057
H -3.28115 3.44242 -2.57155 0.37 0.21 -0.25 0.074
H -3.05567 1.75913 -4.93286 -0.30 -0.07 0.66 0.033
C -3.05468 4.83326 1.39196 -0.12 -1.10 0.19 -0.166
O -4.34866 5.40274 1.41691 0.16 0.43 -0.12 -0.106
H -2.74182 4.56761 2.40392 0.32 0.24 -0.03 0.090
H -3.09465 3.87583 0.85921 -0.03 0.02 -0.12 0.048
H -2.30091 5.43269 0.88309 -0.25 0.44 0.20 0.059
H -4.67750 5.31045 2.31328 -0.14 -0.01 -0.04 0.072
```
Positions in Å, forces in eV/Å.

Gap between HOMO and LUMO, eV: 9.7
Electronic energy, eV: -112257.313
LUMO level, eV: -0.291

Which value of electronic energy does entry 2 give?
-9493.536 eV

What is the formula in the third record?
C42H70O33